ORCA calculation (ωB97M-V with the def2-TZVPD basis set) on a molecular structure, C35H38N3O3OsPSSi at a distorted geometry.

Atoms and positions in Å:
Os (0.157, 0.560, -0.193)
O (-3.376, 0.957, 1.895)
C (-2.195, 0.957, 1.658)
O (-1.730, 0.836, 0.430)
C (-1.128, 1.049, 2.768)
P (0.567, 1.069, 2.088)
C (1.501, -0.223, 2.938)
C (2.702, -0.090, 3.628)
C (3.306, -1.202, 4.197)
C (2.724, -2.454, 4.084)
C (1.525, -2.597, 3.401)
C (0.921, -1.492, 2.829)
C (1.132, 2.776, 2.238)
C (2.358, 3.230, 2.714)
C (2.640, 4.589, 2.716)
C (1.714, 5.500, 2.236)
C (0.494, 5.056, 1.745)
C (0.204, 3.704, 1.742)
H (-1.246, 0.195, 3.439)
H (-1.321, 1.950, 3.355)
H (3.180, 0.867, 3.756)
H (4.231, -1.080, 4.741)
H (3.194, -3.312, 4.539)
H (1.056, -3.566, 3.318)
H (-0.020, -1.619, 2.304)
H (3.108, 2.554, 3.086)
H (3.589, 4.933, 3.101)
H (1.939, 6.557, 2.246)
H (-0.233, 5.762, 1.369)
H (-0.753, 3.376, 1.352)
C (4.251, 1.362, 0.433)
Si (3.014, 1.155, -0.938)
C (1.803, 2.572, -1.086)
C (3.765, 0.737, -2.573)
N (1.856, -0.169, -0.489)
C (2.078, -1.525, -0.360)
C (3.340, -2.119, -0.312)
C (3.448, -3.490, -0.178)
C (2.296, -4.268, -0.090)
C (1.036, -3.699, -0.123)
C (0.948, -2.324, -0.249)
O (-0.246, -1.606, -0.225)
C (-1.461, -2.214, -0.641)
C (-2.574, -2.044, 0.156)
C (-3.775, -2.585, -0.281)
C (-3.835, -3.283, -1.478)
C (-2.695, -3.434, -2.259)
C (-1.490, -2.881, -1.853)
H (4.350, 2.417, 0.688)
H (5.236, 1.006, 0.135)
H (3.961, 0.820, 1.333)
H (2.329, 3.506, -0.881)
H (0.949, 2.576, -0.356)
H (1.374, 2.631, -2.084)
H (4.502, 1.502, -2.825)
H (3.010, 0.732, -3.360)
H (4.273, -0.224, -2.580)
H (4.224, -1.501, -0.360)
H (4.420, -3.956, -0.137)
H (2.383, -5.340, 0.019)
H (0.145, -4.306, -0.036)
H (-2.515, -1.498, 1.083)
H (-4.660, -2.468, 0.328)
H (-4.768, -3.725, -1.797)
H (-2.736, -3.995, -3.182)
H (-0.594, -2.983, -2.448)
C (-4.452, -1.361, -4.822)
C (-3.995, -0.405, -3.777)
C (-4.816, 0.318, -2.943)
C (-4.232, 1.224, -2.050)
N (-2.909, 1.370, -1.965)
C (-2.134, 0.613, -2.701)
S (-0.398, 0.696, -2.576)
N (-2.661, -0.233, -3.622)
C (-5.039, 2.071, -1.132)
H (-5.537, -1.382, -4.871)
H (-4.091, -2.364, -4.597)
H (-4.065, -1.072, -5.800)
H (-5.887, 0.206, -3.006)
H (-2.016, -0.750, -4.212)
H (-6.100, 2.040, -1.364)
H (-4.674, 3.096, -1.170)
H (-4.875, 1.716, -0.110)

Results
HOMO-LUMO gap (spin up / spin down) ... 6.6270 / 6.6264 eV
Net charge ... +2
E ... -2865.7862 Eh
HOMO (spin up / spin down) ... -13.8 / -13.8 eV
Energy above the lowest of the compared OMol25 structures with the same formula, charge and spin ... 14.2 kcal/mol


ORCA calculation (ωB97M-V with the def2-TZVPD basis set) on a molecular structure, C35H38N5O4STi.

Atoms and positions in Å:
Ti (-0.404, 0.055, 0.217)
O (0.416, 0.440, 1.985)
N (0.762, -0.460, 2.913)
C (-0.222, -1.260, 3.383)
C (0.015, -2.215, 4.327)
C (1.324, -2.349, 4.810)
C (2.303, -1.519, 4.342)
C (2.061, -0.514, 3.364)
S (3.263, 0.513, 2.785)
H (-1.184, -1.083, 2.925)
H (-0.794, -2.851, 4.655)
H (1.564, -3.108, 5.545)
H (3.323, -1.596, 4.688)
O (-4.081, -1.745, 0.291)
C (-2.874, -1.526, 0.397)
O (-2.359, -0.330, 0.547)
C (-1.865, -2.613, 0.362)
C (-2.229, -3.929, 0.123)
C (-1.262, -4.910, 0.057)
C (0.112, -4.543, 0.242)
C (1.165, -5.461, 0.182)
C (2.489, -5.072, 0.373)
C (2.773, -3.736, 0.639)
C (1.754, -2.798, 0.700)
C (0.410, -3.166, 0.490)
N (-0.564, -2.217, 0.523)
H (-3.283, -4.140, -0.009)
H (-1.513, -5.946, -0.143)
H (0.928, -6.501, -0.021)
H (3.286, -5.804, 0.318)
H (3.797, -3.416, 0.798)
H (1.984, -1.754, 0.877)
C (3.346, 0.462, -1.140)
C (2.194, -0.366, -1.566)
O (1.006, -0.239, -1.040)
N (2.348, -1.156, -2.736)
C (1.537, -2.366, -2.826)
C (0.125, -2.114, -3.293)
C (-0.154, -1.189, -4.298)
C (-1.458, -1.050, -4.733)
C (-2.449, -1.817, -4.134)
C (-2.078, -2.694, -3.129)
N (-0.818, -2.859, -2.726)
H (4.181, -0.142, -0.753)
H (3.031, 1.121, -0.331)
H (3.752, 1.079, -1.961)
H (3.324, -1.386, -2.856)
H (1.483, -2.920, -1.884)
H (2.022, -3.010, -3.568)
H (0.650, -0.580, -4.692)
H (-1.707, -0.327, -5.502)
H (-3.491, -1.711, -4.409)
H (-2.820, -3.283, -2.600)
C (-1.880, 3.566, 4.215)
C (-1.228, 3.839, 2.883)
C (-0.490, 5.004, 2.682)
C (0.155, 5.219, 1.468)
C (0.984, 6.461, 1.251)
C (0.059, 4.269, 0.463)
C (-0.698, 3.088, 0.620)
C (-1.341, 2.916, 1.859)
N (-0.778, 2.088, -0.331)
C (-1.063, 2.429, -1.724)
C (0.214, 2.656, -2.562)
C (-1.804, 1.227, -2.313)
C (-1.987, 3.647, -1.872)
H (-1.952, 4.474, 4.817)
H (-1.299, 2.832, 4.779)
H (-2.884, 3.157, 4.086)
H (-0.398, 5.735, 3.481)
H (1.052, 7.054, 2.166)
H (0.557, 7.095, 0.470)
H (1.999, 6.202, 0.943)
H (0.613, 4.416, -0.456)
H (-1.933, 2.015, 1.993)
H (0.832, 1.758, -2.547)
H (0.802, 3.477, -2.150)
H (-0.031, 2.899, -3.604)
H (-1.183, 0.324, -2.252)
H (-2.030, 1.383, -3.371)
H (-2.725, 1.036, -1.759)
H (-1.485, 4.585, -1.634)
H (-2.849, 3.548, -1.207)
H (-2.347, 3.705, -2.904)

Results
HOMO-LUMO gap (spin up / spin down) ... 4.0455 / 6.3254 eV
Net charge ... -2
Spin multiplicity ... 4
E ... -3179.0424 Eh
HOMO (spin up / spin down) ... 0.6 / -1.7 eV
Energy above the lowest of the compared OMol25 structures with the same formula, charge and spin ... 6.0 kcal/mol